135
Properties=species:S:1:pos:R:3:mulliken_charge:R:1 method="wB97M-V/def2-TZVPD" homo_ev=-6.292 homo_lumo_gap_ev=5.693 largest_force_ev_per_a=1.43 e_tot_ev=-232418.0804 relative_energy_kcal_mol=11.4
Ca -1.84252 0.37241 0.39016 3.736
C -4.75207 -8.97526 2.22290 -0.839
O -5.26637 -7.81876 2.84862 -0.468
C -4.74512 -6.61973 2.47952 0.917
C -3.71012 -6.45579 1.57008 -0.683
C -3.27353 -5.17460 1.25458 -0.168
C -3.83976 -4.04500 1.83146 0.034
C -4.87408 -4.23173 2.75291 -0.398
C -5.31987 -5.49725 3.07390 -0.961
C -3.39067 -2.67810 1.44259 0.890
C -2.86026 -1.85071 2.45074 -0.014
C -2.73548 -2.23381 3.84427 -1.649
C -2.39486 -1.11654 4.53050 -1.296
C -2.27644 -0.04928 3.55858 -0.133
N -2.51103 -0.54094 2.31090 0.108
C -2.01625 1.29214 3.88523 0.996
C -1.86379 2.35275 2.97420 0.247
C -1.78024 3.74751 3.35045 -1.737
C -1.74191 4.46321 2.19897 -1.824
C -1.81594 3.51220 1.11102 0.029
C -1.94062 3.86956 -0.24371 0.307
C -1.88757 5.32999 -0.55539 -0.859
C -0.69349 5.97475 -0.86930 0.329
C -0.65774 7.34046 -1.08159 -0.874
C -1.82365 8.09542 -0.98983 0.942
O -1.69033 9.43585 -1.18247 -0.459
C -2.81758 10.24528 -0.91950 -0.866
C -3.02914 7.45946 -0.71700 -0.651
C -3.04954 6.08793 -0.49933 0.119
C -2.29062 3.00479 -1.29184 0.621
N -2.60994 1.69269 -1.15844 -0.039
C -3.13213 1.27426 -2.33858 0.032
C -3.74773 0.02891 -2.58125 0.660
C -4.55861 -0.06445 -3.83358 -0.834
C -5.78044 0.59953 -3.87058 -0.093
C -6.59493 0.56303 -4.99344 -0.710
C -6.18569 -0.15202 -6.11273 0.948
O -6.90186 -0.25305 -7.26377 -0.465
C -8.18350 0.33819 -7.28710 -0.859
C -4.96404 -0.81940 -6.08996 -0.888
C -4.16416 -0.77665 -4.96320 0.319
C -3.81713 -1.05552 -1.69331 0.187
C -4.53951 -2.28317 -1.95425 -1.741
C -4.42171 -3.05206 -0.84444 -1.848
C -3.63730 -2.29084 0.10985 0.058
N -3.26920 -1.10905 -0.44788 0.195
C -3.07592 2.35839 -3.29978 -1.324
C -2.54994 3.42777 -2.65301 -1.702
N -1.84241 2.24712 1.61615 -0.292
C -2.02831 1.65103 5.33533 -0.613
C -3.23905 1.73101 6.01195 -0.205
C -3.30188 2.11911 7.34362 -0.674
C -2.13444 2.43296 8.02844 0.904
O -2.08937 2.84098 9.32435 -0.460
C -3.32112 3.06146 9.97832 -0.858
C -0.91203 2.33170 7.36973 -0.940
C -0.86514 1.95154 6.04196 0.323
H -4.84320 -8.91652 1.13463 0.334
H -5.35163 -9.80449 2.58873 0.238
H -3.70400 -9.14286 2.48791 0.329
H -3.23880 -7.30643 1.09647 0.413
H -2.46668 -5.05538 0.54197 0.382
H -5.34232 -3.36623 3.20462 0.544
H -6.12818 -5.65036 3.77750 0.409
H -2.88785 -3.22784 4.23124 0.635
H -2.24086 -1.00998 5.59256 0.607
H -1.78618 4.12385 4.36097 0.541
H -1.71171 5.53562 2.09193 0.508
H 0.21578 5.38997 -0.94400 0.583
H 0.27078 7.84543 -1.31583 0.404
H -3.60566 10.09563 -1.66292 0.320
H -2.47024 11.27392 -0.96595 0.246
H -3.22311 10.04856 0.07688 0.356
H -3.95557 8.01570 -0.67717 0.398
H -3.98908 5.59677 -0.27641 0.543
H -6.09573 1.15615 -2.99646 0.522
H -7.53643 1.09510 -4.98277 0.395
H -8.12936 1.42607 -7.18653 0.324
H -8.82566 -0.06475 -6.49899 0.345
H -8.60799 0.09311 -8.25713 0.246
H -4.66189 -1.36802 -6.97294 0.430
H -3.21284 -1.29637 -4.95516 0.495
H -5.07094 -2.50788 -2.86529 0.527
H -4.84496 -4.02846 -0.67435 0.518
H -3.40124 2.29851 -4.32647 0.663
H -2.37355 4.41900 -3.04076 0.548
H -4.15421 1.49362 5.48332 0.495
H -4.26602 2.17764 7.83004 0.387
H -3.93180 3.79659 9.44655 0.349
H -3.07583 3.45070 10.96289 0.245
H -3.88986 2.13430 10.09132 0.321
H -0.00794 2.56538 7.91759 0.430
H 0.09412 1.88586 5.54281 0.371
C -0.71553 -2.94923 -3.04568 -1.459
As -0.39303 -1.52326 -1.71588 2.187
C -0.19643 -2.75232 -0.20366 -0.490
C 1.51384 -1.21822 -2.14413 0.031
C 2.45769 -2.21803 -1.93362 -0.785
C 3.81288 -1.99282 -2.12556 -0.891
C 4.24150 -0.74831 -2.55707 -0.798
C 3.30968 0.24756 -2.81021 -0.615
C 1.94682 0.03337 -2.62093 0.004
As 0.62600 1.43946 -3.01117 1.190
C 1.79197 2.64254 -4.07896 -1.546
C -0.14382 0.55065 -4.59991 -0.643
H -0.01712 -3.77763 -2.92480 0.458
H -0.63372 -2.56120 -4.06070 0.314
H -1.73186 -3.31876 -2.89487 0.384
H 0.60302 -3.47878 -0.34163 0.663
H -1.13636 -3.29158 -0.10362 -0.330
H -0.02330 -2.19452 0.71656 -0.068
H 2.13872 -3.19999 -1.60251 0.242
H 4.52707 -2.78486 -1.93756 0.407
H 5.29629 -0.55925 -2.71427 0.422
H 3.66236 1.20865 -3.16611 0.350
H 2.39697 2.10473 -4.80930 0.461
H 2.44148 3.24440 -3.44269 0.403
H 1.12627 3.32450 -4.61021 0.363
H 0.59837 -0.08756 -5.08010 0.478
H -0.48331 1.30279 -5.31142 0.508
H -1.00191 -0.05044 -4.30164 -0.370
O 0.28970 0.29957 0.40654 -1.380
S 0.96316 1.42721 1.14080 0.873
C 1.15015 0.83224 2.86369 -0.483
C 2.47305 0.08832 2.94816 -0.708
C 3.45175 0.92274 2.12888 -0.894
C 2.75243 1.13499 0.79638 -0.201
H 0.27553 0.22062 3.07577 -0.171
H 1.13739 1.72156 3.49619 0.503
H 2.36741 -0.89966 2.49261 0.247
H 2.79634 -0.04585 3.98066 0.462
H 4.41123 0.42241 1.99391 0.442
H 3.63191 1.87789 2.62928 0.308
H 2.75806 0.22521 0.19551 -0.300
H 3.14205 1.96105 0.20345 0.555